Record 1
The following is a DFT calculation (the ωB97M-V functional and the def2-TZVPD basis) of a structure of composition C19H20BCl3CuN11OSi.

```
57
Properties=species:S:1:pos:R:3:forces:R:3:nbo_charge:R:1
Cu 1.44934 0.06654 -0.50818 0.25 0.04 0.10 0.915
C 1.28441 3.52557 -1.75771 -0.03 -0.02 0.09 -0.647
C 0.13793 2.90189 -1.02735 0.09 0.16 -0.09 0.181
C -1.13334 3.43429 -0.76619 0.04 -0.07 0.00 -0.354
C -1.79280 2.44689 -0.06866 -0.01 -0.01 -0.02 0.014
N -0.96120 1.39661 0.06667 -0.23 0.13 0.04 -0.354
N 0.23066 1.68318 -0.51538 -0.10 0.03 -0.11 -0.445
B -1.06837 0.09944 0.90219 -0.08 -0.05 -0.02 0.934
N 0.09475 0.14410 1.94947 0.02 -0.09 -0.08 -0.348
C 0.06767 0.56025 3.22969 0.07 0.03 -0.01 -0.007
C 1.34998 0.51485 3.73077 -0.03 -0.08 -0.03 -0.351
C 2.13617 0.05843 2.65848 0.02 0.13 0.08 0.159
C 3.60276 -0.22448 2.62741 -0.02 0.03 -0.02 -0.636
N 1.37582 -0.13042 1.58926 -0.07 -0.17 0.02 -0.390
N -0.95444 -1.17984 -0.00829 0.21 0.16 0.09 -0.348
C -1.84272 -2.18529 -0.11287 -0.01 -0.01 -0.04 0.011
C -1.28804 -3.17792 -0.88581 0.07 -0.10 -0.01 -0.354
C -0.00649 -2.70893 -1.22112 -0.11 0.14 0.08 0.173
C 1.08768 -3.40852 -1.95407 -0.09 -0.10 -0.08 -0.647
N 0.17050 -1.49566 -0.70866 -0.20 -0.10 0.08 -0.435
N -2.39742 -0.02039 1.64685 0.14 0.07 0.05 -0.381
C -2.64247 -0.82713 2.70967 -0.01 -0.16 -0.20 -0.035
C -4.00082 -0.95025 2.84057 -0.08 0.13 0.10 -0.352
C -4.53278 -0.15397 1.80202 0.00 -0.06 0.00 0.138
C -5.96955 0.11541 1.48529 0.02 -0.02 -0.02 -0.637
N -3.56400 0.38181 1.07943 0.03 -0.08 0.05 -0.296
H 1.51301 4.50633 -1.33913 -0.01 0.01 -0.03 0.225
H 1.05140 3.65607 -2.81549 -0.02 0.02 0.00 0.227
H 2.17619 2.90460 -1.67369 -0.06 0.01 0.00 0.221
H -1.51886 4.39672 -1.05700 0.02 -0.02 0.01 0.228
H -2.79214 2.40113 0.32645 0.03 -0.01 -0.01 0.252
H -0.85514 0.86183 3.69586 0.02 -0.01 0.00 0.230
H 1.67214 0.76016 4.72886 -0.01 -0.01 -0.02 0.228
H 3.86601 -0.97684 3.37248 -0.01 0.01 0.00 0.226
H 4.18913 0.67147 2.84070 -0.02 -0.02 -0.02 0.221
H 3.89159 -0.60260 1.64690 -0.01 0.00 0.03 0.220
H -2.80927 -2.13731 0.36132 0.02 0.05 0.02 0.233
H -1.73647 -4.11923 -1.15672 0.03 0.02 0.01 0.228
H 1.34726 -4.33531 -1.43953 -0.02 -0.01 -0.03 0.228
H 1.98303 -2.79223 -1.98979 0.03 0.05 0.00 0.219
H 0.79685 -3.66120 -2.97667 0.04 0.00 0.11 0.231
H -1.83912 -1.29314 3.25601 -0.02 0.02 0.00 0.226
H -4.54003 -1.51269 3.58492 0.01 0.03 -0.01 0.226
H -6.62112 -0.48400 2.11953 0.01 0.00 -0.01 0.215
H -6.18735 -0.12234 0.44399 0.00 0.01 0.00 0.227
H -6.21453 1.16611 1.64412 0.00 0.00 0.01 0.224
O 3.37569 -0.57482 -2.34632 0.36 0.10 -0.11 -0.707
N 2.35606 0.33246 -2.56062 -0.06 -0.13 0.19 -0.071
C 1.58250 -0.03640 -3.51707 -0.15 -0.08 -0.19 0.024
C 1.77581 -1.22085 -4.31479 0.00 0.15 0.15 0.230
N 1.90572 -2.16033 -4.96022 0.04 0.03 -0.07 -0.212
C 0.43995 0.78885 -3.79598 0.03 -0.02 -0.02 0.241
N -0.47341 1.42839 -4.06653 0.01 0.00 0.01 -0.202
Cl 5.69334 1.02358 -3.42595 -0.01 0.01 -0.03 -0.315
Si 4.80729 0.14798 -1.84519 -0.07 -0.25 0.13 1.592
Cl 4.44271 1.50656 -0.40168 -0.05 0.02 -0.05 -0.309
Cl 5.88851 -1.38943 -1.12224 -0.04 0.05 -0.09 -0.312
```
Forces are in eV/Å.

Computed properties:
* Kohn-Sham gap: 6.7 eV
* relative energy (zero: lowest compared OMol25 entry of this formula, charge and spin): 24.7 kJ/mol
* energy: -4749.24135 Ha

Record 2
The following is a DFT calculation (the ωB97M-V functional and the def2-TZVPD basis) of a structure of composition C36H58CaClN4O14P.

```
115
Properties=species:S:1:pos:R:3:forces:R:3:lowdin_charge:R:1
C 2.30315 -7.67636 1.33832 0.06 -0.18 -0.51 -0.121
C 1.21970 -7.46966 0.10329 -0.81 1.27 1.66 -0.419
C 0.23287 -6.21092 0.51474 0.81 0.02 -0.52 -0.185
C 1.08799 -4.78641 0.32763 -1.05 -1.47 -0.51 -0.213
N 0.52063 -3.83429 1.35593 -1.44 2.59 -1.61 -0.044
C 0.49190 -2.39930 0.89031 0.97 5.05 -0.37 -0.060
C 1.58304 -1.25937 1.45557 -4.17 -1.12 -4.26 -0.153
P 2.99654 -1.61701 2.67505 0.17 0.55 -0.09 0.945
C 4.66193 -1.40931 1.68067 0.76 -0.46 -0.12 -0.292
C 3.06243 -3.42011 3.27705 0.83 -1.79 0.04 -0.423
C 4.61767 -3.70226 3.82421 -0.28 -0.65 -1.21 -0.183
C 1.23133 0.20408 0.80214 0.25 -0.33 -0.05 -0.088
C 2.23287 1.41789 1.37248 -0.88 -0.10 -0.14 -0.152
C 2.31610 2.74081 0.44012 0.81 1.60 0.15 -0.158
C 3.73405 2.88296 -0.43496 0.49 0.11 2.03 -0.171
O 3.52131 2.91016 -1.88931 -1.69 3.18 0.49 -0.107
C 2.89392 4.15954 -2.34512 -0.61 4.59 1.40 -0.291
C 2.05184 4.05883 -3.78664 0.90 -1.36 1.15 -0.024
O 2.89393 5.33323 -1.70903 0.40 -7.61 -3.13 -0.030
N 0.20048 0.63628 -0.14769 2.65 -3.01 2.77 0.128
N -0.66184 -0.29991 -0.62680 1.32 -2.96 2.54 -0.091
C -1.69716 0.20040 -1.65714 0.69 -1.10 -2.55 -0.026
C -1.09548 -0.31614 -3.25411 3.26 1.75 -0.73 -0.131
C 0.10409 0.74099 -3.93045 0.85 -5.89 2.36 0.006
O 0.40581 -0.74882 -3.30238 -5.05 1.29 0.08 -0.265
C -0.55844 -1.70435 -0.14346 -0.53 -1.31 0.13 0.021
C -1.70772 -2.75430 -0.75753 -0.58 -0.37 0.56 -0.002
C -3.11757 -2.57351 0.11806 -0.26 3.51 5.28 -0.185
O -3.04629 -1.83520 1.25707 -0.61 -4.73 -7.54 -0.002
O -4.41571 -3.18369 -0.29420 2.52 3.11 2.15 0.013
C -5.40034 -2.70096 0.70861 -1.41 -4.21 7.12 -0.236
C -6.26371 -1.31209 0.60727 -1.51 -2.19 1.09 -0.175
O -5.58676 -3.47674 1.78988 1.23 5.36 -7.97 0.070
H 3.36955 -7.92957 0.89576 -2.23 0.27 1.07 0.075
H 2.42090 -6.71197 2.01217 -0.42 -1.91 -1.55 0.076
H 1.88029 -8.53882 2.00656 1.09 1.64 -1.25 0.094
H 0.52321 -8.42220 -0.03123 1.43 1.53 0.13 0.049
H 1.71077 -7.18472 -0.92006 -0.37 1.19 3.74 -0.157
H -0.08929 -6.36315 1.63600 0.57 0.39 -2.25 0.139
H -0.70202 -6.17900 -0.19453 1.68 -0.10 1.48 0.098
H 0.85835 -4.37075 -0.74060 0.84 -0.94 1.74 0.115
H 2.23027 -5.01896 0.47512 -2.22 0.84 -0.23 0.112
H -0.49078 -4.08008 1.55762 1.56 0.19 -0.20 0.130
H 5.51296 -1.06772 2.44496 -2.07 -0.61 -1.70 0.072
H 4.97285 -2.47340 1.29848 -0.58 2.21 0.38 0.048
H 4.56171 -0.63803 0.80686 0.22 -1.61 1.68 0.041
H 2.90558 -4.23187 2.41577 0.00 1.85 2.04 0.059
H 2.34586 -3.59752 4.19108 1.10 0.55 -2.14 0.097
H 5.10314 -2.75921 4.31984 -0.92 -2.00 -0.80 0.075
H 5.21918 -4.03149 2.84733 -0.98 0.91 2.36 0.076
H 4.60067 -4.65786 4.52230 0.03 2.28 -1.27 0.092
H 1.79647 1.70860 2.43167 0.83 -0.67 -2.13 0.124
H 3.33160 1.03896 1.56735 -2.39 0.45 -0.48 0.086
H 1.43400 2.93885 -0.29508 1.47 -0.74 1.50 0.109
H 2.33780 3.67966 1.17848 -0.18 -2.10 -1.61 0.132
H 4.43034 1.96952 -0.16569 -1.43 1.69 -1.02 0.124
H 4.31728 3.84781 -0.04225 -1.42 -2.01 -1.23 0.143
H 2.53069 3.19346 -4.44093 -0.99 2.02 1.30 0.102
H 0.97304 3.68508 -3.48277 2.12 0.97 -0.65 0.090
H 2.02336 5.08131 -4.35532 0.19 -2.19 1.61 0.085
H -1.74021 1.36901 -1.70632 0.20 -2.52 0.62 0.139
H -2.74903 -0.29000 -1.53217 2.16 1.16 0.17 0.110
H -1.91994 -0.83891 -4.04247 2.64 1.46 2.37 0.176
H 0.83490 1.17551 -3.10131 -1.99 0.39 -2.42 0.116
H 0.44470 0.34976 -4.98567 -0.92 2.21 1.79 0.125
H -1.89241 -2.61588 -1.90243 0.35 -0.17 2.21 0.128
H -1.39447 -3.89205 -0.57822 -0.48 2.64 -0.42 0.121
H -5.68804 -0.41987 0.10413 0.61 -2.48 0.50 -0.099
H -7.27047 -1.49662 -0.00017 2.33 -0.06 1.35 0.116
H -6.57414 -0.93894 1.69813 0.97 -1.53 -2.36 0.133
C 0.64518 2.61072 6.43922 -0.26 0.02 0.19 -0.112
O -0.55090 1.84187 6.38570 0.44 -0.08 -0.42 -0.188
C -0.73014 1.20324 5.11817 -0.27 -0.32 0.54 -0.192
C -0.33567 -0.27492 5.17492 0.19 0.29 -0.16 -0.185
O 1.06837 -0.43008 5.40184 -0.26 0.13 0.19 -0.245
C 1.36780 -0.73866 6.75732 0.12 -0.17 -0.06 -0.109
H 0.85195 2.85107 7.48585 -0.14 -0.05 -0.13 0.091
H 1.50155 2.06791 6.03406 -0.01 -0.05 -0.04 0.078
H 0.50547 3.54556 5.88726 0.12 0.04 -0.04 0.085
H -0.17116 1.72952 4.33487 0.07 -0.06 0.06 0.109
H -1.79497 1.27385 4.87302 0.05 -0.05 -0.01 0.127
H -0.56137 -0.73618 4.20682 -0.03 0.01 0.03 0.115
H -0.91550 -0.80790 5.94153 0.08 0.18 -0.13 0.136
H 1.13119 -1.78990 6.95558 -0.05 0.06 0.13 0.090
H 0.82217 -0.10178 7.45797 -0.03 -0.03 -0.08 0.087
H 2.43848 -0.59196 6.91680 -0.06 0.02 -0.14 0.086
C -0.25731 8.74392 -8.91597 0.07 -0.11 0.05 -0.069
C -0.83896 8.05587 -7.84995 0.35 -0.14 -0.13 -0.065
C -0.19721 6.94395 -7.30115 0.06 0.01 -0.04 0.000
C 1.03457 6.53062 -7.82713 -0.47 0.80 -0.36 -0.140
C 1.61704 7.21487 -8.90230 -0.02 0.00 0.04 0.002
C 0.96441 8.32376 -9.44463 -0.16 -0.22 0.33 -0.063
N 1.72645 5.37791 -7.23803 0.74 -0.90 0.22 -0.307
O 1.16968 4.78749 -6.30043 0.63 0.74 -1.60 0.013
O 2.82903 5.06376 -7.70886 -1.70 0.39 0.80 0.074
H -0.75875 9.61374 -9.33688 0.10 -0.19 0.09 0.110
H -1.79206 8.38852 -7.44436 0.22 -0.12 -0.06 0.110
H -0.66355 6.41857 -6.47058 0.29 0.01 -0.21 0.118
H 2.57016 6.90196 -9.32347 -0.24 -0.07 0.26 0.120
H 1.40989 8.86344 -10.27741 -0.05 -0.16 0.19 0.110
C -4.64568 3.58191 -1.81909 -1.08 1.19 -0.39 -0.064
C -4.89981 2.37916 -0.89311 6.33 0.31 -3.22 -0.580
O -4.45112 1.30568 -1.52314 -1.02 0.85 1.60 -0.165
H -5.17751 3.48389 -2.77390 0.17 -0.11 0.22 0.084
H -5.00214 4.50100 -1.33956 0.04 -0.01 -0.07 0.076
H -3.57766 3.71722 -2.03183 -0.23 -0.34 0.24 0.075
H -5.97081 2.43030 -0.64183 -3.18 -0.48 0.54 -0.001
H -4.43903 2.65364 0.06865 -0.29 -0.75 0.56 0.125
Ca 1.52953 -8.37118 -2.25811 -0.22 -1.92 -2.43 0.451
C -4.85998 -4.49763 5.50900 -1.06 -1.86 2.68 -0.906
O -5.74545 -3.61473 5.61152 -0.89 0.27 0.70 -0.083
O -4.05811 -4.24287 4.48478 1.66 0.89 -2.30 0.015
O -4.63036 -5.52411 6.18683 -0.24 0.68 -0.33 -0.062
H -4.55846 -3.43069 4.26593 0.69 0.07 -0.86 0.071
Cl -6.57047 0.86431 -0.02786 -1.34 2.89 -0.42 0.670
```
Forces are in eV/Å.

Computed properties:
* Kohn-Sham gap: 1.8 eV
* energy: -4156.72932 Ha

Record 3
The following is a DFT calculation (the ωB97M-V functional and the def2-TZVPD basis) of a cluster of 2 separate species, C6H12N in total.

```
19
Properties=species:S:1:pos:R:3:forces:R:3:nbo_charge:R:1
C 2.02758 0.86879 -0.13798 1.46 0.24 -2.28 0.058
C 2.02497 0.46895 1.11318 1.35 -0.34 -2.17 -0.496
C 2.18371 1.09182 -1.45759 -1.54 -0.80 0.97 -0.471
C -0.88923 -0.88074 -0.01512 -0.77 -2.27 -1.15 0.322
C -1.28074 -2.29927 -0.21778 0.87 -1.51 0.11 -0.740
C -1.13663 1.40384 0.43081 -0.65 1.82 -2.84 -0.454
N -1.64569 0.04738 0.39203 0.86 1.19 -0.26 -0.403
H 1.23738 0.68974 1.72549 -1.76 0.91 1.78 0.202
H 2.80428 -0.15845 1.51501 0.15 -0.18 -0.11 0.251
H 2.71606 1.85392 -2.04091 -0.06 0.05 1.07 0.260
H 1.54301 0.48855 -2.15551 0.79 0.12 0.78 0.216
H 0.12579 -0.61531 -0.16233 0.90 0.33 -0.22 0.240
H -2.17733 -2.52525 0.31071 -0.72 -0.17 0.61 0.248
H -0.44931 -2.92558 0.19072 -0.54 0.56 0.19 0.281
H -1.40512 -2.87503 -1.18419 0.26 1.80 0.24 0.315
H -0.92797 1.76747 1.37840 0.14 0.36 2.07 0.235
H -0.21370 1.50907 -0.17640 -0.69 -0.29 0.35 0.255
H -1.90976 2.09779 -0.04139 0.92 -0.99 0.65 0.245
H -2.62730 -0.00770 0.53285 -0.96 -0.80 0.23 0.437
```
Forces are in eV/Å.

Computed properties:
* Kohn-Sham gap: 8.7 eV
* relative energy (zero: lowest compared OMol25 entry of this formula, charge and spin): 297.7 kJ/mol
* total charge: +1
* energy: -290.20852 Ha